[1]
The following is a quantum chemistry calculation of C4H5NOS as an isolated structure at a distorted geometry, from the Open Molecules 2025 dataset.

Each line ends with the natural charge from an NBO analysis.
Geometry (Å):
1 C 0.072 0.780 0.080  0.285
2 C 1.460 0.450 -0.161  -0.358
3 C 1.450 -0.913 -0.230  -0.018
4 C -0.741 -0.383 0.070  -0.286
5 H -1.550 1.820 -0.190  0.485
6 H 2.174 1.228 -0.379  0.238
7 H 2.530 -1.393 0.043  0.229
8 H -0.076 -2.299 0.295  0.413
9 H -2.716 0.618 1.159  0.113
10 N 0.212 -1.416 -0.181  -0.524
11 O -0.462 1.968 -0.237  -0.666
12 S -2.353 -0.461 -0.269  0.090

Summary:
* HOMO level: -7.68 eV
* multiplicity: 1
* electronic energy: -683.47077 Eh
* frontier orbital gap: 7.00 eV

[2]
The following is a quantum chemistry calculation of a 2-piece molecular cluster, C4H5NOS overall at a distorted geometry, from the Open Molecules 2025 dataset.

Each line ends with the natural charge from an NBO analysis.
Geometry (Å):
1 C 0.174 1.382 0.316  -0.289
2 C -0.925 0.858 -0.242  -0.031
3 C -1.007 -1.996 0.272  0.584
4 C 1.385 0.538 -0.042  -0.543
5 N -0.861 -0.211 -1.028  -0.716
6 O -1.640 -2.173 1.244  -0.424
7 S 0.720 -0.575 -1.386  0.408
8 H 0.291 2.234 0.949  0.224
9 H -1.844 1.285 -0.234  0.200
10 H -0.153 -2.278 -0.315  0.166
11 H 2.217 1.051 -0.282  0.219
12 H 1.643 -0.115 0.747  0.204

Summary:
* HOMO level (alpha / beta): -7.35 / -7.35 eV
* multiplicity: 1
* electronic energy: -683.45077 Eh
* frontier orbital gap (alpha / beta): 7.43 / 7.43 eV

[3]
The following is a quantum chemistry calculation of C4H5NOS as an isolated structure at a distorted geometry, from the Open Molecules 2025 dataset.

Each line ends with the natural charge from an NBO analysis.
Geometry (Å):
1 C 0.410 0.928 -0.043  -0.277
2 C -1.174 -0.143 0.042  0.723
3 C 0.258 2.227 0.025  -0.437
4 C 0.692 -1.451 -0.219  -0.361
5 N -0.651 -1.348 0.392  -0.652
6 O -2.276 0.348 0.075  -0.561
7 S 1.801 -0.127 0.178  0.289
8 H 1.141 2.831 0.208  0.201
9 H -0.684 2.752 0.072  0.231
10 H 1.206 -2.338 0.131  0.225
11 H 0.545 -1.438 -1.289  0.198
12 H -1.267 -2.239 0.427  0.422

Summary:
* HOMO level: -8.76 eV
* multiplicity: 1
* electronic energy: -683.53421 Eh
* frontier orbital gap: 9.41 eV

[4]
The following is a quantum chemistry calculation of C4H5NS as an isolated structure at a distorted geometry, from the Open Molecules 2025 dataset.

Each line ends with the natural charge from an NBO analysis.
Geometry (Å):
1 C 0.154 1.323 0.463  0.049
2 C 0.451 -0.919 0.653  -0.341
3 C -1.008 1.077 -0.334  -0.419
4 C -0.695 -0.911 -0.269  -0.303
5 N 0.925 0.439 0.888  -0.385
6 S -2.130 -0.035 0.438  0.234
7 H 0.516 2.371 0.884  0.218
8 H 0.182 -1.398 1.567  0.233
9 H 1.225 -1.506 0.219  0.216
10 H -1.148 1.375 -1.362  0.241
11 H -0.901 -1.217 -1.371  0.254

Summary:
* HOMO level: -8.86 eV
* multiplicity: 1
* electronic energy: -608.23998 Eh
* frontier orbital gap: 9.62 eV

[5]
The following is a quantum chemistry calculation of a single C4H5NS molecule at a distorted geometry, from the Open Molecules 2025 dataset.

Each line ends with the natural charge from an NBO analysis.
Geometry (Å):
1 C 1.108 -0.594 -0.336  -0.519
2 C -0.057 -1.168 -0.062  0.120
3 C -1.240 -1.598 0.217  -0.504
4 S -2.667 -0.569 -0.077  0.559
5 N -2.326 0.963 -0.065  -0.614
6 C -1.234 1.559 -0.035  -0.104
7 H 1.729 -0.454 0.514  0.232
8 H 1.475 -0.700 -1.352  0.232
9 H -1.650 -2.478 0.514  0.245
10 H -0.267 1.026 0.081  0.181
11 H -1.300 2.560 -0.384  0.172

Summary:
* HOMO level: -8.36 eV
* multiplicity: 1
* electronic energy: -608.21757 Eh
* frontier orbital gap: 9.09 eV

[6]
The following is a quantum chemistry calculation of a single C4H5NS molecule at a distorted geometry, from the Open Molecules 2025 dataset.

Each line ends with the natural charge from an NBO analysis.
Geometry (Å):
1 C 1.612 -0.108 -0.522  -0.086
2 C -0.321 -1.626 -0.779  -0.425
3 C 0.143 -0.459 -0.260  0.104
4 C -0.591 0.420 0.688  -0.678
5 N 2.354 -0.696 0.251  -0.163
6 S -1.964 -1.991 -0.797  0.079
7 H 1.848 0.586 -1.329  0.225
8 H 0.338 -2.274 -1.341  0.220
9 H -1.249 1.084 0.122  0.244
10 H 0.096 1.033 1.266  0.229
11 H -1.211 -0.168 1.362  0.252

Summary:
* HOMO level (alpha / beta): -8.78 / -8.93 eV
* multiplicity: 3
* electronic energy: -608.22726 Eh
* frontier orbital gap (alpha / beta): 9.68 / 6.69 eV

[7]
The following is a quantum chemistry calculation of a single C4H5NS2 molecule at a distorted geometry, from the Open Molecules 2025 dataset.

Each line ends with the natural charge from an NBO analysis.
Geometry (Å):
1 S -1.126 -2.059 -1.136  0.025
2 C 0.180 -1.616 -0.272  -0.093
3 N 0.663 -0.377 0.065  -0.448
4 C 1.865 -0.250 0.895  -0.222
5 C 1.546 1.192 1.032  -0.493
6 C 0.191 1.008 0.330  0.190
7 S -1.164 2.103 0.052  -0.043
8 H 0.790 -2.349 0.300  0.192
9 H 2.038 -0.814 1.855  0.217
10 H 2.848 -0.496 0.352  0.203
11 H 1.563 1.829 1.996  0.244
12 H 2.072 1.763 0.470  0.229

Summary:
* HOMO level: -8.72 eV
* multiplicity: 1
* electronic energy: -1006.43819 Eh
* frontier orbital gap: 7.73 eV

[8]
The following is a quantum chemistry calculation of a 2-piece molecular cluster, C4H5O2 overall at a distorted geometry, from the Open Molecules 2025 dataset.

Each line ends with the natural charge from an NBO analysis.
Geometry (Å):
1 C -0.944 -0.199 -1.731  0.662
2 C -0.103 -0.323 1.262  -0.347
3 C 0.868 0.359 1.788  -0.426
4 C 0.274 -0.390 -2.272  -0.456
5 O -1.886 -0.449 -0.954  -0.716
6 O -0.674 0.738 -2.640  -0.592
7 H -1.047 -0.524 1.753  0.189
8 H -0.149 -0.474 0.181  0.227
9 H 1.747 0.723 1.378  0.181
10 H 0.819 0.559 2.864  0.154
11 H 1.094 -0.019 -1.629  0.123

Summary:
* HOMO level: -2.55 eV
* multiplicity: 1
* electronic energy: -305.78449 Eh
* net charge: -1
* frontier orbital gap: 6.60 eV

What did the fifth record say?
The following is a quantum chemistry calculation of a single C4H5NS molecule at a distorted geometry, from the Open Molecules 2025 dataset.

Each line ends with the natural charge from an NBO analysis.
Geometry (Å):
1 C 1.108 -0.594 -0.336  -0.519
2 C -0.057 -1.168 -0.062  0.120
3 C -1.240 -1.598 0.217  -0.504
4 S -2.667 -0.569 -0.077  0.559
5 N -2.326 0.963 -0.065  -0.614
6 C -1.234 1.559 -0.035  -0.104
7 H 1.729 -0.454 0.514  0.232
8 H 1.475 -0.700 -1.352  0.232
9 H -1.650 -2.478 0.514  0.245
10 H -0.267 1.026 0.081  0.181
11 H -1.300 2.560 -0.384  0.172

Summary:
* HOMO level: -8.36 eV
* multiplicity: 1
* electronic energy: -608.21757 Eh
* frontier orbital gap: 9.09 eV